Molecular formula: C19H20F6N
Method: DFT, the ωB97M-V functional and the def2-TZVPD basis

Structure (XYZ):
```
46
Properties=species:S:1:pos:R:3:mulliken_charge:R:1
F -5.1688 1.8417 2.1317 -0.247
C -5.1384 0.6063 1.5383 0.832
F -6.1317 -0.1413 2.1161 -0.267
F -5.4587 0.7817 0.2123 -0.235
C -3.7850 -0.0521 1.6543 0.270
C -3.7229 -1.3878 2.0360 -0.687
C -2.4734 -1.9776 2.2255 -0.604
C -1.3088 -1.2088 2.1331 -0.445
C -0.0624 -1.8108 2.8200 0.032
C 1.2882 -1.1463 2.4938 0.614
C 1.5238 0.2067 2.7314 -0.227
C 2.7758 0.7728 2.4618 -1.136
C 3.7878 -0.0301 1.9418 0.248
C 5.1341 0.5901 1.6294 0.807
F 6.1740 -0.1893 2.0727 -0.249
F 5.3206 0.7618 0.2761 -0.238
F 5.2905 1.8213 2.2082 -0.265
C 3.5804 -1.3875 1.7137 -1.083
C 2.3330 -1.9371 1.9862 -0.453
C -1.3837 0.0670 1.5692 -0.152
C -2.6296 0.6631 1.3674 -1.187
H -4.6381 -1.9384 2.2402 0.469
H -2.4488 -3.0359 2.5066 0.374
H -0.0154 -2.8408 2.4795 0.576
H 0.7185 0.8569 3.0965 0.556
H 2.9342 1.8290 2.6307 0.468
H 4.3784 -2.0141 1.3037 0.412
H 2.1514 -2.9975 1.7794 0.373
H -0.4998 0.6487 1.3520 0.740
H -2.7098 1.6946 1.0352 0.425
C 0.1174 -2.3943 6.7585 -1.555
C 0.0397 -3.1967 5.4574 1.256
C 1.3607 -3.8545 5.1196 -1.455
C -1.1381 -4.1672 5.4565 -1.462
N -0.2810 -1.8555 4.1937 -0.185
H -0.7798 -1.7761 6.9046 0.389
H 0.2152 -3.0455 7.6449 0.400
H 1.0082 -1.7487 6.7329 0.467
H 1.4012 -4.2346 4.0897 0.301
H 2.1727 -3.1258 5.2613 0.385
H 1.5707 -4.7140 5.7930 0.428
H -1.2541 -4.6684 4.4886 0.348
H -1.0004 -4.9565 6.2350 0.426
H -2.0837 -3.6430 5.6614 0.408
H -1.2793 -1.7834 4.4449 0.605
H 0.1731 -1.1049 4.7095 0.523
```

* energy above the lowest of the compared OMol25 structures with the same formula, charge and spin: 4.0 kcal per mole
* orbital gap: 9.831 eV
* total charge: +1

---

Molecular formula: C19H20GaNO7P2S8
Method: DFT, the ωB97M-V functional and the def2-TZVPD basis

Structure (XYZ):
```
58
Properties=species:S:1:pos:R:3:mulliken_charge:R:1
Ga 0.3738 0.9652 1.2616 -0.237
N -2.3239 -2.5045 0.2844 -0.230
C -0.9995 -3.2411 0.1806 0.783
C -1.1415 -4.7028 -0.1693 -1.763
P -0.2231 -2.9211 1.8516 0.744
O -0.2766 -4.3052 2.6125 -0.600
O 1.3562 -2.7369 1.9209 -0.308
O -1.0673 -1.9023 2.4952 -0.793
P -0.0497 -2.1975 -1.0529 0.158
O -1.2946 -2.1100 -2.1249 -0.599
O 1.0981 -2.9198 -1.6150 -0.692
O 0.0614 -0.8679 -0.3722 -0.066
H -3.0965 -3.1074 0.5585 0.333
H -2.5051 -2.0335 -0.6115 0.346
H -2.1714 -1.7902 1.0299 0.372
H -1.6584 -5.2630 0.6118 0.449
H -0.1497 -5.1333 -0.3051 0.354
H -1.6756 -4.8136 -1.1148 0.486
H 0.5297 -4.8468 2.4847 0.213
H -0.9821 -1.6843 -2.9355 0.342
O -0.6345 2.2707 0.4942 0.222
C -0.9821 3.3873 -0.2740 2.768
C -2.0162 2.9705 -1.3044 -0.658
C -3.2645 3.4667 -1.5188 -0.561
C -3.9860 2.7572 -2.5200 -0.590
C -3.2687 1.7277 -3.0388 -0.639
S -1.7154 1.6037 -2.3184 0.097
C -1.5560 4.4626 0.6268 -0.640
C -1.3618 5.8084 0.6008 -0.482
C -2.0476 6.4865 1.6473 -0.620
C -2.7458 5.6361 2.4430 -0.530
S -2.5809 4.0053 1.9349 -0.034
C 0.2852 3.9054 -0.9483 -0.425
C 0.5961 4.0427 -2.2642 -0.523
C 1.9579 4.4031 -2.4822 -0.591
C 2.6528 4.5266 -1.3242 -0.652
S 1.6642 4.2172 0.0466 0.008
H -3.6652 4.3158 -0.9842 0.553
H -4.9939 3.0071 -2.8181 0.399
H -3.5612 1.0338 -3.8109 0.462
H -0.7440 6.3055 -0.1334 0.543
H -2.0008 7.5551 1.7995 0.403
H -3.3516 5.8675 3.3043 0.455
H -0.1124 3.8980 -3.0659 0.610
H 2.3949 4.5424 -3.4605 0.400
H 3.6893 4.7898 -1.1876 0.469
C 3.5275 -4.4987 3.6153 -0.681
S 2.8619 -5.3740 2.1712 -0.189
C 3.6052 -4.4562 0.8593 0.202
C 3.5707 -3.1326 0.5971 0.086
S 2.6437 -1.8463 1.3603 0.177
S 4.5550 -2.5855 -0.7408 -0.020
C 5.1426 -4.1431 -1.2447 0.115
S 6.1363 -4.3671 -2.5148 -0.216
S 4.5589 -5.4320 -0.2385 -0.083
H 3.1288 -5.0084 4.4900 0.357
H 3.2021 -3.4617 3.6081 0.195
H 4.6115 -4.5710 3.6033 0.319
```

* orbital gap: 7.629 eV

---

Molecular formula: C19H20IrN3O6S4
Method: DFT, the ωB97M-V functional and the def2-TZVPD basis

Structure (XYZ):
```
53
Properties=species:S:1:pos:R:3:mulliken_charge:R:1
Ir 0.4667 0.5494 -0.3620 1.556
O 0.5003 0.5224 2.3857 -0.374
C 1.8058 0.8501 2.7676 -0.929
C 2.8217 0.9228 1.6405 0.908
C 4.1085 1.3447 1.9603 -0.893
C 5.1055 1.2808 1.0097 -0.313
C 4.7910 0.8019 -0.2522 -0.980
C 3.4845 0.4373 -0.5130 -0.315
N 2.5134 0.5018 0.4106 -0.086
H -0.0704 1.2881 2.2203 0.052
H 2.1255 0.0313 3.4215 0.284
H 1.8691 1.7709 3.3537 0.457
H 4.3146 1.6986 2.9626 0.437
H 6.1143 1.5916 1.2497 0.405
H 5.5346 0.7357 -1.0337 0.405
H 3.1629 0.1175 -1.4951 0.629
O 1.3578 0.6888 -2.5167 -0.792
N 1.4765 1.9119 -3.0038 0.437
C 1.7953 2.0165 -4.3162 -0.249
C 2.0305 3.2235 -4.9098 -0.711
C 1.9224 4.3818 -4.1322 -0.156
C 1.5547 4.2665 -2.8205 -0.784
C 1.3036 3.0121 -2.2239 0.582
S 0.7784 2.8787 -0.5960 -0.474
H 1.8486 1.0646 -4.8213 0.418
H 2.2884 3.2595 -5.9579 0.385
H 2.1208 5.3549 -4.5612 0.374
H 1.4342 5.1366 -2.1904 0.375
N 0.3597 -1.5941 0.1973 -0.616
C -0.8544 -2.2874 0.5760 0.706
C -1.5112 -1.9154 1.7373 -0.231
C -2.6650 -2.5828 2.1086 -1.071
C -3.1676 -3.6138 1.3249 0.081
C -2.5066 -3.9753 0.1607 -0.697
C -1.3445 -3.3119 -0.2139 -0.869
S -4.6947 -4.4264 1.8066 1.326
O -5.7155 -3.4279 1.5105 -0.720
O -4.7535 -5.6131 0.9667 -0.732
O -4.5212 -4.6896 3.2270 -0.712
H 0.8293 -2.0958 -0.5477 0.298
H 0.9856 -1.5314 0.9915 0.385
H -1.1276 -1.0974 2.3312 0.512
H -3.1939 -2.3014 3.0102 0.374
H -2.9114 -4.7837 -0.4327 0.490
H -0.8298 -3.5819 -1.1308 0.266
C -4.8697 -0.2929 0.8880 -0.473
O -3.7646 -0.1963 -0.0302 -0.248
C -2.7265 0.5866 0.1912 0.466
S -2.4597 1.4638 1.5853 -0.392
S -1.6850 0.6042 -1.2086 -0.474
H -4.9419 -1.3285 1.2184 0.101
H -5.7611 -0.0237 0.3244 0.240
H -4.7282 0.3762 1.7316 0.344
```

* multiplicity: 2
* ⟨S²⟩: 0.753
* energy above the lowest of the compared OMol25 structures with the same formula, charge and spin: 0.0 kcal per mole
* orbital gap (alpha / beta): 6.625 / 6.519 eV
* total charge: -1

---

Molecular formula: C19H20N
Method: DFT, the ωB97M-V functional and the def2-TZVPD basis

Structure (XYZ):
```
40
Properties=species:S:1:pos:R:3:mulliken_charge:R:1
C 1.0596 2.3512 -3.0230 -1.201
C -0.0881 1.5223 -2.5978 1.186
C -0.0945 0.1692 -2.2266 -1.157
N -1.4065 -0.1944 -2.0473 0.025
C -2.2341 0.8837 -2.1976 0.267
C -3.6823 0.7019 -2.0467 -1.265
C -1.4423 1.9796 -2.5381 -0.846
H 0.7132 3.3789 -3.1872 0.332
H 1.8879 2.3967 -2.2982 0.257
H 1.4771 1.9876 -3.9738 0.300
H 0.7145 -0.5408 -2.1333 0.611
H -1.7455 -1.1237 -1.8258 0.250
H -4.2009 1.6573 -2.1587 0.323
H -4.0719 0.0033 -2.7995 0.309
H -3.9096 0.2865 -1.0569 0.315
H -1.7749 2.9826 -2.7701 0.401
C 1.1478 -0.4589 0.7457 -0.389
C 1.0915 -1.8695 0.8786 1.126
C 1.7121 -2.6616 -0.1427 -0.380
C 1.6658 -4.0479 -0.1296 -0.758
C 1.0261 -4.7330 0.9167 -0.335
C 0.4425 -3.9865 1.9490 -0.892
C 0.4625 -2.5955 1.9371 -0.148
C 0.7849 0.5944 1.6252 0.891
C 1.0817 1.9369 1.2188 -0.327
C 0.7198 3.0352 1.9854 -0.713
C 0.0461 2.8653 3.2068 -0.317
C -0.2273 1.5640 3.6467 -0.897
C 0.1531 0.4541 2.8989 -0.137
H 1.6596 -0.1201 -0.1552 0.485
H 2.2635 -2.1380 -0.9296 0.365
H 2.1527 -4.6147 -0.9236 0.389
H 0.9916 -5.8218 0.9277 0.413
H -0.0196 -4.5049 2.7899 0.408
H 0.0009 -2.0711 2.7614 0.295
H 1.6406 2.0767 0.2881 0.259
H 0.9829 4.0399 1.6540 0.398
H -0.2469 3.7281 3.8037 0.414
H -0.7228 1.4136 4.6063 0.396
H -0.0110 -0.5267 3.3212 0.346
```

* energy above the lowest of the compared OMol25 structures with the same formula, charge and spin: 9.8 kcal per mole
* orbital gap: 4.436 eV
* total charge: +1

---

Molecular formula: C19H20N2O4
Method: DFT, the ωB97M-V functional and the def2-TZVPD basis

Structure (XYZ):
```
45
Properties=species:S:1:pos:R:3:mulliken_charge:R:1
C -1.5774 1.7587 -0.1160 -1.147
C -2.9340 1.5014 0.5798 -0.281
C -2.8454 1.8204 2.0786 -1.034
C -2.2115 0.7122 2.9326 -0.605
C -2.6804 -0.7107 2.5894 -1.150
C -1.7582 -1.4758 1.6722 0.839
C -2.3054 -2.1911 0.5956 -0.527
C -1.5089 -2.9304 -0.2776 -0.993
C -0.1441 -2.9543 -0.0323 0.484
C 0.4060 -2.2432 1.0126 0.423
C -0.3749 -1.4973 1.8794 -0.236
C 1.8962 -2.4295 0.9498 -0.103
O 2.7356 -1.6915 1.3376 -0.482
N 2.1128 -3.6629 0.1858 -0.430
C 0.9706 -3.6506 -0.7443 0.026
O 1.0083 -4.0852 -1.8416 -0.491
H -0.7834 1.6196 0.6163 0.314
H -1.3968 1.0976 -0.9562 0.245
H -1.5419 2.7961 -0.4295 0.403
H -3.6513 2.2011 0.1562 0.467
H -3.2975 0.4989 0.3802 0.170
H -3.8395 2.0411 2.4607 0.369
H -2.2198 2.7060 2.1718 0.374
H -2.5056 0.9021 3.9640 0.339
H -1.1291 0.7985 2.9314 0.449
H -2.7845 -1.2687 3.5195 0.423
H -3.6676 -0.6620 2.1404 0.436
H -3.3712 -2.1693 0.4256 0.387
H -1.9257 -3.4698 -1.1143 0.476
H 0.0825 -0.9564 2.6940 0.513
H 1.8307 -4.3891 0.8478 0.350
C 4.4023 0.6756 -1.8031 -0.685
C 4.4133 2.0515 -1.9927 -0.357
C 3.2571 2.7098 -2.3811 -0.431
C 2.1033 1.9724 -2.5722 0.063
C 2.0745 0.6015 -2.3978 -0.277
C 3.2353 -0.0472 -2.0103 -0.310
N 0.8658 2.6677 -2.9620 1.064
O 0.9220 3.8697 -3.1269 -0.623
O -0.1400 1.9982 -3.0921 -0.595
H 5.3036 0.1654 -1.4906 0.399
H 5.3225 2.6142 -1.8328 0.375
H 3.2575 3.7794 -2.5282 0.459
H 1.1625 0.0451 -2.5572 0.475
H 3.2318 -1.1189 -1.8624 0.438
```

* energy above the lowest of the compared OMol25 structures with the same formula, charge and spin: 122.8 kcal per mole
* orbital gap: 9.542 eV
* SMILES: CCCCCc1ccc2c(c1)C(=O)NC2=O.O=[N+]([O-])c1ccccc1

---

The records above yield DFT total energy values of -1389.7384 -7110.6043 -3048.8728 -790.4818 -1146.3896 Eh, respectively.